[1]
51
Properties=species:S:1:pos:R:3:lowdin_charge:R:1 method="wB97M-V/def2-TZVPD" homo_lumo_gap_ev=8.6763 e_above_lowest_kcal_mol=0.0 charge=0 homo_energy_ev=-8.00 lumo_energy_ev=0.675 smiles="CCCCN(CC)CCNC(=O)c1[nH]c(C)c(C(C)=O)c1C"
C 0.8035 3.7464 1.3113 -0.109
C 0.4978 2.2733 1.5563 -0.261
C 1.7360 1.3752 1.5200 -0.187
H 2.5000 1.7667 2.1938 0.122
C 2.3222 1.2579 0.1134 -0.205
N 3.5364 0.4665 0.0519 -0.180
C 4.3264 0.6876 -1.1387 -0.243
C 3.6417 0.4511 -2.4935 -0.079
H 3.3082 -0.5774 -2.6028 0.052
H 4.3482 0.6645 -3.2920 0.071
H 2.7863 1.1113 -2.6145 0.063
H 4.6669 1.7304 -1.1134 0.114
H 5.2106 0.0492 -1.0695 0.114
C 3.5346 -0.8685 0.5930 -0.168
H 4.5789 -1.1782 0.7030 0.119
C 2.8053 -1.9938 -0.1847 -0.145
N 1.4147 -1.6961 -0.4330 0.089
C 0.4999 -1.7442 0.5617 -0.448
O 0.7299 -2.2338 1.6614 0.051
C -0.8140 -1.1569 0.2749 -0.132
C -1.4432 -0.5908 -0.8174 -0.140
C -2.7284 -0.1524 -0.3690 -0.075
C -2.8207 -0.4686 0.9911 -0.228
N -1.6699 -1.0605 1.3413 0.142
H -1.4051 -1.4065 2.2528 0.165
C -3.8678 -0.2208 2.0174 -0.015
H -4.7595 -0.8163 1.8277 0.082
H -4.1579 0.8279 2.0343 0.083
H -3.4831 -0.4868 3.0000 0.082
C -3.7229 0.4926 -1.2240 -0.394
O -3.4411 0.9885 -2.2980 0.065
C -5.1538 0.5044 -0.7331 -0.009
H -5.8007 0.8105 -1.5519 0.085
H -5.4506 -0.4783 -0.3785 0.082
H -5.2608 1.2198 0.0784 0.080
C -0.9313 -0.5001 -2.2145 -0.026
H -0.1677 0.2752 -2.3005 0.080
H -0.5125 -1.4527 -2.5389 0.086
H -1.7417 -0.2236 -2.8827 0.070
H 1.1948 -1.1623 -1.2567 0.095
H 3.2932 -2.1943 -1.1394 0.108
H 2.8467 -2.8963 0.4310 0.121
H 3.0983 -0.8274 1.5913 0.108
H 2.6044 2.2574 -0.2305 0.119
H 1.5279 0.8932 -0.5586 0.099
H 1.4425 0.3888 1.8800 0.088
H -0.2235 1.9222 0.8133 0.099
H 0.0309 2.1725 2.5391 0.105
H 1.5556 4.0999 2.0133 0.074
H 1.1704 3.9102 0.3017 0.063
H -0.0963 4.3434 1.4422 0.068

[2]
56
Properties=species:S:1:pos:R:3:lowdin_charge:R:1 method="wB97M-V/def2-TZVPD" homo_lumo_gap_ev=8.3071 charge=0 homo_energy_ev=-8.80 lumo_energy_ev=-0.491
F 1.2144 1.1720 2.7809 -0.058
C 2.0406 0.3169 2.0363 -0.214
C 2.5022 0.9486 0.7192 -0.150
C 1.3884 1.0944 -0.3972 -0.176
C 0.0360 0.5643 0.0724 -0.228
C -0.2742 -0.7612 0.0066 -0.561
Br 1.0525 -1.9672 -0.7083 0.778
C -1.5585 -1.2395 0.4929 -0.089
C -2.4507 -0.3681 1.0193 -0.021
C -2.1568 1.0315 1.1030 -0.336
N -2.8887 2.0375 1.6123 -0.233
S -2.0247 3.3908 1.4176 0.997
N -0.6486 2.8427 0.6898 -0.188
C -0.8909 1.5350 0.6149 -0.346
H 2.9453 0.1806 2.6619 0.118
H 1.5873 -0.6803 1.9314 0.095
H 2.8687 1.9590 0.9598 0.116
H 3.2932 0.3024 0.3027 0.108
H 1.7293 0.5953 -1.3175 0.080
H 1.3312 2.1708 -0.6652 0.074
H -1.7554 -2.3160 0.4501 0.061
H -3.4194 -0.7102 1.3944 0.118
C -1.8809 -5.3040 3.3598 -0.068
C -2.5040 -5.2816 1.9675 -0.421
C -2.7351 -6.6804 1.3737 -0.208
O -1.5660 -7.3102 0.8813 -0.188
C -0.7777 -7.9571 1.8649 -0.105
N -1.6731 -4.4486 1.0901 0.036
H -0.8164 -5.5370 3.3355 0.065
H -1.9821 -4.3268 3.8342 0.077
H -2.3770 -6.0370 3.9996 0.079
H -3.4844 -4.8039 2.0604 0.136
H -3.3926 -6.5717 0.5062 0.122
H -3.2583 -7.3352 2.0821 0.120
H -1.3910 -8.3962 2.6566 0.091
H -0.0504 -7.2635 2.2925 0.075
H -0.2215 -8.7560 1.3737 0.087
H -2.1415 -4.3591 0.1905 0.079
H -0.8333 -4.9807 0.8712 0.078
C 1.6814 4.9830 -4.5545 -0.073
C 0.6997 4.9076 -3.3889 -0.426
C 0.7472 6.1357 -2.4649 -0.207
O 1.8536 6.1643 -1.5803 -0.189
C 3.0552 6.6559 -2.1453 -0.108
N 0.9339 3.6627 -2.6508 0.043
H 2.7087 4.7886 -4.2462 0.063
H 1.4287 4.2367 -5.3090 0.075
H 1.6479 5.9644 -5.0333 0.077
H -0.3066 4.8636 -3.8169 0.135
H -0.1370 6.1049 -1.8217 0.121
H 0.6854 7.0708 -3.0367 0.119
H 2.8695 7.4464 -2.8779 0.090
H 3.6255 5.8444 -2.6032 0.074
H 3.6599 7.0677 -1.3365 0.087
H 0.2184 3.5690 -1.9326 0.053
H 1.7929 3.7837 -2.1183 0.066

[3]
53
Properties=species:S:1:pos:R:3:lowdin_charge:R:1 method="wB97M-V/def2-TZVPD" homo_lumo_gap_ev=6.2244 e_above_lowest_kcal_mol=114.4 charge=+1 homo_energy_ev=-11.43 lumo_energy_ev=-5.206
C 3.7393 -4.4731 3.8749 0.101
C 3.7099 -3.1645 4.0983 -0.061
C 3.5066 -1.5545 4.3039 -0.170
C 3.8040 -1.0219 2.7795 -0.120
C 2.4113 -1.2408 1.9771 -0.278
P 2.5418 -2.6617 0.7256 0.786
O 3.8332 -2.3740 -0.1240 -0.476
C 1.4107 -1.3476 3.2340 -0.132
C -0.1944 -1.3132 3.3486 -0.556
Br -0.7512 -3.1662 3.9540 0.699
C -0.9710 -1.0600 1.9544 -0.282
C -2.5828 -0.9702 2.2380 -0.127
N 1.9910 -1.4850 4.4557 0.107
H 3.3396 -5.5617 3.7998 0.088
H 4.1374 -1.0635 5.1297 0.169
H 4.3742 -0.0280 2.6723 0.145
H 4.5170 -1.8624 2.4050 0.114
H 2.3323 -0.2670 1.3548 0.156
H 2.7179 -3.9610 1.3024 0.023
H 1.4310 -2.6043 -0.1851 0.031
H -0.5861 -0.5952 4.1609 0.128
H -0.8085 -1.9734 1.2456 0.104
H -0.6116 -0.0949 1.4038 0.127
H -2.8360 -1.1850 3.3562 0.068
H -3.1376 -1.7902 1.6355 0.098
H -2.9875 0.0784 2.0081 0.074
H 1.4476 -1.5381 5.3336 0.175
C -3.4337 2.2699 -1.8976 -0.165
C -4.0987 1.1639 -2.6830 -0.167
C -3.6321 -0.0734 -1.9435 -0.201
O -3.4484 0.3065 -0.5719 -0.172
C -3.5037 1.7377 -0.4810 -0.207
H -3.9176 3.2419 -2.0116 0.123
H -2.3881 2.3688 -2.2086 0.090
H -5.1874 1.2570 -2.6057 0.119
H -3.8313 1.1541 -3.7415 0.119
H -2.6674 -0.4249 -2.3256 0.106
H -4.3510 -0.8942 -2.0044 0.119
H -4.4521 2.0060 -0.0027 0.120
H -2.6832 2.0992 0.1445 0.111
C 1.8191 2.9478 -4.1206 -0.176
C 1.3070 1.5271 -4.1517 -0.176
C 0.1280 1.5953 -3.2024 -0.215
O -0.3993 2.9261 -3.2889 -0.159
C 0.5349 3.7437 -4.0091 -0.195
H 2.4141 3.2197 -4.9945 0.119
H 2.4331 3.1015 -3.2264 0.116
H 0.9601 1.2801 -5.1608 0.121
H 2.0508 0.7847 -3.8552 0.115
H 0.4415 1.4260 -2.1659 0.112
H -0.6539 0.8732 -3.4524 0.110
H 0.1082 3.9485 -4.9966 0.122
H 0.6733 4.6926 -3.4857 0.120

[4]
59
Properties=species:S:1:pos:R:3:lowdin_charge:R:1 method="wB97M-V/def2-TZVPD" homo_lumo_gap_ev=4.0947 e_above_lowest_kcal_mol=0.0 charge=-1 homo_energy_ev=-2.35 lumo_energy_ev=1.749
C -4.2795 -0.2780 3.6279 -0.135
C -3.4946 -0.6311 2.3651 -0.278
C -4.2745 -0.2419 1.1364 -0.186
C -3.5097 -0.3997 -0.1887 -0.199
N -2.1058 0.0284 -0.0576 -0.210
C -1.1188 -0.9845 -0.4564 -0.175
C -0.8267 -1.1067 -1.9329 -0.180
C 0.4910 -1.8864 -2.1372 -0.161
C 1.6662 -0.9654 -1.8175 -0.094
C 2.7469 -1.6322 -1.0261 -0.386
O 2.8469 -2.8184 -0.8146 0.159
O 3.7360 -0.7223 -0.5823 -0.045
C 3.8425 -0.5560 0.8087 -0.611
C 5.1804 -1.1017 1.2798 -0.118
C 5.2959 -2.6122 1.3137 -0.199
F 5.6292 -3.1276 0.0913 -0.026
O 2.7725 -1.1729 1.5319 0.041
C 2.0114 -0.3895 2.2263 -0.378
N 1.4328 0.1413 3.1018 0.202
P 3.8121 1.3353 1.0568 0.652
O 4.5661 1.4026 2.4968 -0.316
Cl 5.2661 1.8926 -0.3024 0.269
C -1.8657 1.2979 -0.5554 -1.058
S -0.9034 2.3210 0.2722 0.716
S -2.6436 1.8267 -2.0692 0.916
C -1.5643 3.0954 -2.7578 -0.505
C -0.2663 2.6020 -3.4220 -0.290
C 0.9992 2.9419 -2.6276 -0.120
H -3.5978 -0.3613 4.4711 0.056
H -4.5586 0.7636 3.5732 0.063
H -5.1654 -0.8823 3.7493 0.034
H -3.3024 -1.7041 2.3894 0.100
H -2.5237 -0.1513 2.4374 0.089
H -5.1393 -0.8949 1.1002 0.115
H -4.6887 0.7520 1.2412 0.114
H -4.0579 0.1732 -0.9318 0.067
H -3.5730 -1.4468 -0.4539 0.115
H -0.2185 -0.8188 0.1279 0.105
H -1.5192 -1.9313 -0.1231 0.127
H -1.5977 -1.6473 -2.4692 0.119
H -0.6772 -0.1553 -2.4193 0.065
H 0.5274 -2.7791 -1.5303 0.111
H 0.5477 -2.1491 -3.1848 0.111
H 2.0956 -0.5403 -2.7157 0.134
H 1.3474 -0.1095 -1.2275 0.114
H 5.9075 -0.7512 0.5607 0.110
H 5.4348 -0.7303 2.2623 0.114
H 4.4014 -3.0801 1.7026 0.120
H 6.1034 -2.8743 1.9895 0.117
H 4.1507 2.1432 2.9471 0.055
H -1.3059 3.8264 -2.0030 0.046
H -2.1583 3.6061 -3.5007 0.061
H -0.1785 3.1560 -4.3499 0.092
H -0.3016 1.5585 -3.7008 0.078
H 1.7568 2.1717 -2.7108 0.055
H 1.4286 3.8692 -2.9817 0.067
H 0.7889 3.0768 -1.5770 -0.001
O -7.2178 -0.0868 3.2912 -0.620
H -8.1510 -0.2613 3.4755 -0.220

[5]
61
Properties=species:S:1:pos:R:3:lowdin_charge:R:1 method="wB97M-V/def2-TZVPD" homo_lumo_gap_ev=8.2031 charge=+1 homo_energy_ev=-11.21 lumo_energy_ev=-3.008
O 5.1945 1.3683 4.6055 0.059
O 3.9202 -0.3365 0.5877 0.065
O 1.1887 0.7407 4.8331 0.037
O -3.9957 0.5397 1.1381 0.020
O -3.2288 -1.6973 1.2919 -0.137
O -4.4979 1.3159 -3.8849 -0.051
O 0.2336 -2.2905 -3.1501 0.002
O -0.6509 -1.7549 -6.0320 0.007
O -1.7285 0.7562 -6.3275 0.010
C 4.8656 0.1899 4.6016 -0.536
C 2.9599 -0.8807 1.0909 -0.589
C 1.9697 1.3733 4.1279 -0.462
C -2.6572 0.6952 -1.4301 0.085
C -2.4850 -0.3159 -0.5146 -0.103
C -1.6299 -0.9319 -2.5064 -0.108
N 2.6257 -2.0826 0.6838 0.173
N -1.8448 -1.3361 -1.1967 0.234
N 1.9424 2.7102 4.1526 0.040
N 3.8129 -0.2661 3.9235 0.119
N -2.1129 0.2809 -2.6530 0.084
C -4.6069 -2.0995 1.1766 -0.058
C 5.6621 -0.8262 5.3867 0.008
C -2.9036 -0.3474 0.9311 -0.326
C 2.8003 3.6334 3.4081 -0.061
C -3.2584 1.9997 -4.1053 -0.176
C -1.0095 -1.7446 -3.6134 -0.207
C -0.7877 -0.9017 -4.8836 -0.258
C -1.9691 0.0560 -5.1068 -0.266
C -2.0637 1.0443 -3.9264 -0.131
C 2.1042 -0.2137 2.1521 -0.052
C 2.9133 0.6127 3.1704 -0.203
H -4.2687 0.5029 2.0717 0.127
H -5.2591 1.8708 -4.1431 0.117
H 0.9003 -1.5976 -2.9834 0.122
H 0.0621 -2.4121 -5.9092 0.126
H -1.5337 0.1082 -7.0360 0.121
H -3.1616 1.6388 -1.2297 0.154
H 3.2715 -2.5069 0.0394 0.123
H 1.9106 -2.6013 1.1556 0.103
H -1.6366 -2.2618 -0.8137 0.195
H 1.3081 3.1055 4.8300 0.145
H 3.5820 -1.2402 4.0089 0.149
H -5.2055 -1.6755 1.9893 0.090
H -4.6815 -3.1900 1.2346 0.098
H -5.0335 -1.7782 0.2201 0.096
H 5.0726 -1.1721 6.2338 0.087
H 6.5756 -0.3552 5.7487 0.088
H 5.9195 -1.6642 4.7428 0.080
H -2.0544 -0.0236 1.5470 0.167
H 3.8523 3.4158 3.6124 0.079
H 2.5963 4.6597 3.7203 0.089
H 2.6153 3.5449 2.3362 0.081
H -3.1703 2.8338 -3.4011 0.123
H -3.2432 2.4261 -5.1149 0.136
H -1.6974 -2.5644 -3.8544 0.181
H 0.1211 -0.2996 -4.7657 0.170
H -2.9028 -0.5154 -5.1856 0.175
H -1.1575 1.6563 -3.9305 0.175
H 1.5295 -0.9696 2.6865 0.117
H 1.4038 0.4447 1.6414 0.130
H 3.5224 1.3293 2.6174 0.134

[6]
60
Properties=species:S:1:pos:R:3:lowdin_charge:R:1 method="wB97M-V/def2-TZVPD" homo_lumo_gap_ev=9.7489 e_above_lowest_kcal_mol=13.8 charge=+1 homo_energy_ev=-11.72 lumo_energy_ev=-1.969
Ca -0.1836 -0.0253 0.0748 1.061
C 2.3177 2.4345 -2.7947 -0.045
C 1.1477 2.3973 -2.0431 -0.164
N 1.1141 1.3290 -1.2484 -0.098
N 2.2859 0.6486 -1.4771 -0.041
C 3.0091 1.3040 -2.4012 -0.065
B 2.7216 -0.6614 -0.7034 -0.458
N 1.8136 -1.8975 -1.0855 -0.043
C 2.2167 -3.0100 -1.7211 -0.066
C 1.1557 -3.8908 -1.8073 -0.044
C 0.1078 -3.2250 -1.1820 -0.155
N 0.4846 -2.0223 -0.7451 -0.113
N 2.6970 -0.4102 0.8466 -0.042
C 3.7363 -0.4990 1.6947 -0.062
C 3.2915 -0.2338 2.9754 -0.043
C 1.9298 0.0122 2.8183 -0.158
N 1.5604 -0.0825 1.5423 -0.101
H 2.6200 3.1747 -3.5165 0.102
H 0.3182 3.0898 -2.0346 0.097
H 3.9702 0.9226 -2.7108 0.128
H 3.8476 -0.9208 -1.0325 0.120
H 3.2370 -3.1016 -2.0605 0.128
H 1.1477 -4.8724 -2.2503 0.103
H -0.9054 -3.5600 -1.0164 0.111
H 4.7184 -0.7544 1.3267 0.128
H 3.8661 -0.2344 3.8867 0.102
H 1.1811 0.2214 3.5686 0.101
C 0.8724 4.8184 3.2043 -0.068
C 0.6400 3.7638 2.1420 -0.219
N -0.3785 2.7735 2.5435 0.023
C -1.4192 2.3218 1.8377 -0.832
S -1.9826 0.7025 2.0691 0.553
N -1.9878 3.1178 0.9099 0.016
C -2.1314 4.5877 0.9923 -0.212
C -1.7416 5.2830 -0.2958 -0.073
H 1.6576 5.5051 2.8868 0.086
H 1.1902 4.3609 4.1429 0.083
H -0.0314 5.3964 3.4041 0.074
H 1.5520 3.1983 1.9450 0.119
H 0.3450 4.2006 1.1953 0.092
H -0.0888 2.1226 3.2582 0.104
H -2.7496 2.6483 0.4411 0.102
H -1.5448 4.9437 1.8314 0.094
H -3.1732 4.7889 1.2415 0.128
H -0.6987 5.0912 -0.5562 0.062
H -1.8744 6.3605 -0.1963 0.086
H -2.3651 4.9505 -1.1295 0.073
C -4.0242 -0.0483 -1.3661 -0.289
P -2.2995 0.1122 -1.9502 0.729
C -2.3971 1.6261 -2.9734 -0.284
C -2.2308 -1.1752 -3.2441 -0.282
H -4.7262 -0.0025 -2.2009 0.050
H -4.2664 0.7355 -0.6476 0.024
H -4.1553 -0.9983 -0.8465 0.046
H -3.2213 1.5571 -3.6854 0.051
H -1.4641 1.7637 -3.5212 0.035
H -2.5484 2.5124 -2.3510 0.021
H -3.0440 -1.0435 -3.9598 0.050
H -2.3087 -2.1668 -2.7993 0.031
H -1.2771 -1.1250 -3.7708 0.047